1.
The following is a DFT calculation (ωB97M-V with the def2-TZVPD basis set) of 2 unconnected molecules or ions with the total composition C32H41N4 in a non-equilibrium geometry.

```
77
Properties=species:S:1:pos:R:3:mulliken_charge:R:1
H -2.430 2.448 2.493 -0.210
H -3.298 5.547 -0.204 0.329
H 4.630 -4.168 -3.390 0.360
H -4.425 1.540 3.295 0.301
H 3.374 -2.272 -2.215 0.407
H -1.272 7.485 -1.075 0.348
C 1.788 -3.523 -1.568 0.472
C 2.904 -3.216 -2.511 -0.893
C -2.304 1.935 3.457 -0.053
H 1.221 1.793 0.246 0.454
C -0.411 -0.360 0.399 -0.253
C 0.394 2.449 -0.028 -0.816
H 1.206 7.386 -1.267 0.419
C -0.301 -4.101 0.219 -1.434
N -0.071 1.134 3.427 -0.875
H -1.115 -4.316 0.915 0.436
C -1.265 0.703 0.648 0.159
H -0.964 -6.636 0.269 0.418
H 2.507 -3.066 -3.526 0.312
C 1.032 -2.499 -1.026 -1.095
H 4.573 -4.252 -1.627 0.339
H 2.303 3.745 -2.000 0.331
C 3.964 -4.311 -2.537 -0.852
H 3.265 5.844 -1.247 0.371
C -1.727 4.182 -0.655 0.351
C -1.853 -0.459 3.806 -0.631
C 0.502 -7.551 -1.017 -0.832
H -0.799 7.254 -2.759 0.440
H -3.810 1.671 4.953 0.293
H 4.104 -6.457 -2.371 0.441
H 0.607 -0.130 0.072 -0.126
C 0.678 3.670 -0.613 0.195
H -3.671 -0.660 4.957 0.384
C -2.490 6.064 -2.145 -0.861
H -3.003 2.709 0.227 0.409
N -0.115 5.792 -1.468 -0.067
C 1.902 -7.293 -1.545 -0.779
H 1.871 0.639 3.780 0.289
H -3.665 4.397 -1.483 0.392
C -1.149 6.722 -1.865 -0.747
C 2.076 4.058 -0.968 -0.949
H -2.449 5.573 -3.124 0.338
H -3.254 6.843 -2.197 0.366
C 1.221 6.338 -1.604 -0.783
C -0.941 2.042 0.242 0.872
C 0.422 -5.144 -0.318 0.631
H -1.908 2.687 4.162 0.381
H 2.643 -7.695 -0.831 0.361
H 2.260 5.855 0.205 0.338
C -3.590 1.283 3.953 -0.649
C -0.382 4.574 -0.922 0.733
C -0.780 -1.692 0.479 -0.266
C 0.854 0.255 3.631 -0.498
H -1.364 -0.738 4.755 0.528
H -1.714 -1.959 0.985 0.599
H 1.254 -1.472 -1.324 0.599
H -3.899 -0.736 3.199 0.253
H -1.628 -1.263 3.089 0.077
N -1.351 0.818 3.272 0.895
C -2.871 5.039 -1.082 -0.825
C 0.109 -6.551 0.064 -0.934
H 0.631 -6.803 1.000 0.301
H 0.464 -8.567 -0.617 0.361
H 2.777 3.533 -0.312 0.372
C 3.353 -5.698 -2.631 -0.759
C -3.351 -0.234 4.003 -0.622
H 0.684 -0.836 3.666 0.272
C -0.020 -2.748 -0.099 0.341
C -1.972 2.979 -0.019 -1.267
H 2.055 -7.836 -2.489 0.448
H -2.313 0.492 0.874 0.546
H -0.210 -7.490 -1.848 0.335
H 1.471 6.365 -2.680 0.373
H 3.058 -5.902 -3.677 0.342
C 1.485 -4.875 -1.234 0.715
C 2.288 5.563 -0.851 -0.823
N 2.203 -5.896 -1.774 -0.125
```

Computed properties:
F_max: 1.69 eV/Å
M: 481.71 g/mol
gap between HOMO and LUMO: 5.5 eV
charge: +1
HOMO level: -9.36 eV


2.
The following is a DFT calculation (ωB97M-V with the def2-TZVPD basis set) of a molecular structure, C32H41N7OP2RuS in a non-equilibrium geometry.

```
85
Properties=species:S:1:pos:R:3:mulliken_charge:R:1
H -1.704 -0.792 -3.140 -0.024
H 4.480 3.196 -3.302 0.414
N -1.119 2.436 -3.329 -0.062
P -0.542 2.073 1.532 2.236
C -1.299 -4.191 -3.056 -0.465
Ru -0.005 0.024 0.375 0.123
H 4.612 1.990 -1.185 0.575
H 2.699 -0.691 -3.256 0.548
C 1.888 -2.176 0.174 -0.845
P -0.841 -0.880 2.375 2.048
H -1.599 2.691 -4.180 0.234
C -0.711 2.684 4.289 -1.175
C -0.833 0.990 5.996 -0.875
C -1.876 -3.236 -2.212 1.115
C 3.654 -1.689 1.836 -0.960
O 3.682 -0.313 -0.806 -0.703
H -2.202 3.113 0.110 0.401
S 2.701 0.680 -1.347 1.101
H -2.150 0.345 -4.391 0.629
H 1.598 3.240 1.229 0.274
H -0.647 -2.799 3.791 0.714
H -2.382 3.622 1.803 0.496
H 5.096 -1.094 3.311 0.510
H 0.958 -2.219 3.293 0.394
C -3.259 -3.085 -2.213 0.396
C 0.154 2.477 -1.591 -1.126
H -0.225 -4.317 -3.052 0.511
H 2.331 -3.112 -0.149 0.395
H -2.941 2.017 1.298 0.315
H 0.886 2.724 -0.850 0.524
C 2.301 0.593 2.454 -0.645
H 4.165 -2.595 1.543 0.609
H -0.845 3.100 6.385 0.457
H -0.839 -1.038 5.325 0.440
N -3.794 -2.093 -1.379 0.174
H -0.056 -3.145 2.163 0.405
H -3.204 -0.426 2.094 0.339
C 0.564 3.525 1.423 -1.496
H -0.899 0.716 7.040 0.474
C 2.475 -1.341 1.204 0.518
H -5.154 -3.737 -3.001 0.464
H 3.184 3.024 -0.930 0.302
N -0.470 1.231 -1.613 1.851
C 2.568 0.383 -3.134 -0.675
C 3.484 0.316 3.108 -1.202
C -3.491 -4.800 -3.846 -0.512
H 3.480 1.356 -4.849 0.424
H -4.115 -5.413 -4.483 0.455
H -0.696 3.735 4.029 0.437
C -2.174 2.776 1.146 -1.391
N 0.185 -2.593 -1.244 -2.113
C 3.619 2.247 -1.557 -1.063
H -2.841 -2.165 1.878 0.440
N 1.776 -0.219 1.520 2.051
H 2.720 3.132 -3.315 0.161
H 3.853 1.008 3.852 0.575
C -4.079 -3.863 -3.020 -0.993
H -3.530 -0.531 -0.093 0.544
H 1.565 0.677 -3.449 0.095
C 3.654 1.237 -3.781 -0.858
C 4.171 -0.851 2.805 -0.951
C -0.699 0.356 3.680 0.568
C -0.794 0.002 5.025 -1.347
H 0.534 4.078 2.360 0.582
N 0.784 -1.770 -0.323 2.045
H 0.018 4.226 -2.951 0.553
H -2.859 -1.444 3.494 0.615
C -3.022 -1.300 -0.658 -1.189
C -2.098 0.199 -3.313 -1.226
C -0.062 -2.401 2.961 -1.837
H 0.221 4.189 0.633 0.485
C -0.244 3.230 -2.639 -1.343
C -2.610 -1.267 2.447 -1.578
H -1.660 -5.701 -4.521 0.474
H 1.757 1.487 2.697 0.257
C -1.082 -2.389 -1.327 -0.483
C 3.621 2.576 -3.048 -0.433
H 4.625 0.758 -3.651 0.308
C -0.801 2.330 5.627 -0.960
H -3.116 0.264 -2.924 0.286
H -4.798 -1.979 -1.339 0.318
C -2.103 -4.963 -3.867 -0.882
C -0.647 1.697 3.308 0.323
N -1.715 -1.376 -0.586 0.546
C -1.231 1.245 -2.709 -0.116
```

Computed properties:
F_max: 1.12 eV/Å
M: 734.81 g/mol
gap between HOMO and LUMO (spin up / spin down): 7.5 / 6.6 eV
charge: +3
<S²>: 0.76
energy relative to the best compared isomer or geometry (same formula, charge and spin): 21.2 kcal/mol
HOMO level (spin up / spin down): -16.12 / -16.12 eV
spin multiplicity: 2


3.
The following is a DFT calculation (ωB97M-V with the def2-TZVPD basis set) of a molecular structure, C32H42B2N6O16Pb in a non-equilibrium geometry.

```
99
Properties=species:S:1:pos:R:3:mulliken_charge:R:1
O 4.553 -2.299 -4.352 -0.588
C -3.107 -3.493 4.520 -1.208
H 5.370 3.760 1.785 0.362
N -1.830 -1.428 -4.342 -0.534
C -5.400 4.844 -0.816 -1.139
O 5.703 -3.688 -1.926 -0.587
H 0.972 2.383 4.376 0.278
C 0.166 3.763 5.849 -0.528
H -0.783 5.623 6.730 0.340
C 6.194 -7.157 -6.146 0.630
H -0.455 3.574 -4.534 0.321
H 1.024 4.026 3.898 0.343
H -2.290 3.908 -4.757 0.432
H 1.095 4.057 6.337 0.308
C 5.735 -4.093 -3.064 0.639
B 6.158 -5.294 -4.905 1.194
C 4.527 4.011 2.429 -1.314
N -2.123 4.232 0.350 -0.677
H -6.339 5.390 -0.721 0.342
O -1.839 1.233 1.212 -0.625
H 3.911 1.118 3.237 0.429
C 4.949 0.988 1.303 0.103
O 6.258 -5.249 -3.439 -0.473
H 3.172 3.173 1.018 0.330
C -4.611 -1.422 -1.776 -0.859
O 0.062 0.328 3.313 -0.758
H 0.245 -2.761 4.329 0.198
C -0.586 -3.404 4.037 0.562
H -1.456 0.514 -2.440 -0.643
N 5.807 0.644 0.615 -0.502
H -4.938 -3.426 -2.667 0.360
C -4.284 -2.899 -1.972 -0.745
C 1.164 -2.818 -1.183 0.527
H -0.244 2.982 6.489 0.360
C -4.287 2.725 0.003 0.071
O 2.918 -1.292 -2.390 -0.374
C -0.767 4.985 5.847 -0.526
C -2.798 -3.009 -2.456 0.365
H -4.417 -3.411 -1.019 0.339
H -3.420 -3.236 3.507 0.267
C -1.025 0.322 1.088 0.181
H -0.450 5.602 5.006 0.250
H 2.912 0.933 1.961 -0.507
O 1.428 -0.586 -0.735 -0.419
C -3.049 3.533 0.199 0.317
C 0.391 3.304 4.415 -0.927
H -4.336 2.265 -0.984 0.163
N 1.043 0.712 -4.425 -0.452
C 3.842 1.448 2.200 0.546
C -1.866 2.295 -3.492 -0.328
O 5.464 -6.507 -5.341 -0.528
H -2.471 -4.022 -2.692 0.438
H -0.452 1.892 -1.904 0.312
H 4.739 3.946 3.497 0.324
N -3.247 4.425 5.448 -0.480
O 0.732 -1.013 1.670 -0.704
H -1.416 2.546 -5.551 0.344
H -0.892 -3.102 3.035 -0.332
N 0.082 -5.887 4.417 -0.460
C -5.470 3.673 0.169 -0.532
O 1.341 -3.837 -1.766 -0.576
C -2.130 4.651 5.592 0.271
H -3.179 -4.580 4.551 0.336
H -3.886 -1.189 -0.996 0.154
C 5.102 -3.431 -4.321 0.434
H -3.919 -3.182 5.178 0.368
C -0.196 -4.804 4.215 0.245
C -0.872 1.374 -2.766 1.466
H -1.760 -1.885 4.829 0.224
H -4.229 1.902 0.715 0.231
C 7.427 -6.245 -6.549 0.600
C 0.186 1.011 -3.687 -0.202
H -4.428 -0.836 -2.676 0.267
C 0.024 -0.120 2.145 0.637
C 1.966 -1.484 -1.552 0.425
H -5.652 -1.294 -1.479 0.400
H -2.738 1.744 -3.844 0.223
H -5.400 4.069 1.182 0.317
O 7.394 -5.223 -5.701 -0.414
C -1.743 -2.975 4.861 -0.487
C -1.468 3.197 -4.678 -1.448
C 3.433 2.955 2.053 0.013
B 0.387 -1.167 0.217 1.325
H -2.228 2.956 -2.706 0.039
H 2.502 3.174 2.577 -0.149
H -0.524 3.172 3.837 0.297
O 5.852 -8.244 -6.571 -0.646
O 5.267 -4.201 -5.284 -0.599
H -5.201 4.487 -1.827 0.281
O 0.260 -2.590 -0.201 -0.511
H -6.420 3.165 0.001 0.363
C -2.302 -2.144 -3.550 0.246
H -4.532 5.497 -0.725 0.351
H -1.487 -3.276 5.876 0.342
O 8.312 -6.421 -7.434 -0.638
Pb 3.844 0.212 -4.473 0.812
H -2.281 -2.660 -1.563 -0.345
H 4.190 5.018 2.182 0.384
O -0.880 -0.459 0.076 -0.263
```

Computed properties:
F_max: 7.19 eV/Å
M: 995.54 g/mol
gap between HOMO and LUMO (spin up / spin down): 4.9 / 8.0 eV
charge: -1
<S²>: 0.75
HOMO level (spin up / spin down): -4.52 / -7.54 eV
spin multiplicity: 2


4.
The following is a DFT calculation (ωB97M-V with the def2-TZVPD basis set) of a molecular structure, C32H42BeBrPSTe in a non-equilibrium geometry.

```
79
Properties=species:S:1:pos:R:3:mulliken_charge:R:1
H -2.096 -5.189 2.549 0.319
H -2.237 0.447 -3.614 0.237
C 0.278 -0.147 -2.857 0.079
H 0.023 5.353 2.104 0.392
C -0.341 -3.919 2.604 -1.020
H -2.066 -0.258 2.469 0.326
C -1.915 -1.376 -2.496 -1.232
H 1.296 4.291 -2.370 0.392
H 0.085 -2.086 -2.039 0.891
H 1.305 1.956 4.400 0.483
H -1.204 -1.975 -5.144 0.337
H -1.806 1.191 -1.560 -0.556
H 7.667 0.668 0.807 0.353
C -1.862 -4.127 2.651 -0.836
C 0.585 3.735 3.363 -0.524
H 0.804 0.097 -4.933 0.477
H -1.494 -4.208 -0.082 0.594
H 0.407 5.390 -0.364 0.394
H 1.302 -0.031 -2.510 -0.213
H 1.045 -2.307 2.182 0.255
H 0.237 4.215 4.268 0.408
H -4.030 1.615 -0.938 0.324
C -1.124 -0.926 -4.846 -0.764
C 7.669 -1.278 -0.120 -0.367
Be 2.324 0.110 0.026 -0.339
C 1.603 1.881 2.292 -0.119
C 7.109 -0.117 0.316 -0.815
C -0.385 -2.452 0.573 -0.057
C -0.469 -1.144 -1.955 0.467
C 5.231 -1.174 -0.568 -0.083
Br 2.463 0.163 2.320 -0.029
C -2.193 -0.631 -3.800 -0.890
H 0.907 -1.543 -4.342 0.279
H -0.558 -1.783 2.653 0.045
C -1.710 0.570 1.850 -0.681
H 8.702 -1.582 -0.062 0.377
C 0.924 3.755 0.961 0.745
C 1.494 2.464 1.005 -1.115
C -3.763 1.877 1.198 -0.939
H -2.625 -0.500 0.205 1.014
C -1.923 1.413 -0.500 0.900
H -2.244 -3.820 3.628 0.335
C -3.297 2.054 -0.256 -1.034
C 1.951 1.775 -0.165 1.959
Te 3.269 -1.612 -1.213 0.090
H -0.678 0.763 2.147 -0.158
H -1.955 2.721 1.998 0.055
C -2.561 1.821 2.133 -0.627
H -2.672 -1.095 -1.762 0.269
H -3.179 -0.915 -4.173 0.504
C -1.759 0.152 0.361 0.518
H -4.339 0.951 1.303 0.312
H -3.525 -3.813 1.299 0.574
S 6.497 -2.292 -0.837 -0.146
H -2.879 1.817 3.178 0.536
H -1.318 -0.337 -5.743 0.383
C 5.706 -0.054 0.058 -0.084
C -1.715 -3.205 0.296 -0.824
C 0.296 -0.636 -4.304 -1.255
C 1.184 2.452 3.447 -0.472
C 1.897 2.480 -1.339 0.427
C 0.846 4.401 -0.302 -0.985
C 0.466 4.365 2.159 -0.931
H 0.424 -2.973 0.049 0.372
C -0.015 -2.529 2.065 -0.043
H 0.093 -4.062 3.595 0.433
P -0.248 -0.745 -0.141 -0.452
H 5.092 0.804 0.302 0.404
H 2.263 2.027 -2.254 0.521
H -0.173 0.847 -2.792 0.209
H 0.124 -4.664 1.951 0.367
C -2.577 -3.332 1.550 -0.542
H -4.435 2.690 1.477 0.512
H -2.834 -2.330 1.912 -0.026
H -2.288 -2.715 -0.485 0.060
C 1.342 3.785 -1.413 -0.986
H -2.057 -2.445 -2.681 0.521
H -3.243 3.118 -0.499 0.484
H -1.119 2.112 -0.244 -0.783
```

Computed properties:
F_max: 1.04 eV/Å
M: 706.25 g/mol
gap between HOMO and LUMO: 7.3 eV
charge: 0
energy relative to the best compared isomer or geometry (same formula, charge and spin): 9.9 kcal/mol
HOMO level: -7.07 eV